[1]
{
  "formula": "C4H14NO",
  "method": "the ωB97M-V functional and the def2-TZVPD basis",
  "e_lumo_ev": -9.1,
  "de_lowest_kcal_mol": 178.7,
  "charge": 1,
  "homo_ev": -14.70,
  "e_tot_ev": -7899.2044,
  "spin_multiplicity": 1,
  "homo_lumo_gap_ev": 5.57,
  "symbols": ["C", "C", "C", "C", "N", "H", "H", "H", "H", "H", "H", "H", "H", "H", "H", "H", "H", "H", "H", "O"],
  "coordinates": [[2.09107, -0.94472, -0.08848], [1.59954, 0.03044, -1.22829], [0.31016, 0.71044, -1.03934], [-0.95562, -0.06885, -1.07996], [-2.46567, -0.30748, 1.24967], [1.85161, -1.96945, -0.38324], [3.17280, -0.97240, 0.05980], [1.57321, -0.53276, 0.79297], [2.36033, 0.79675, -1.28543], [0.25193, 1.66369, -1.58247], [0.36311, 1.16911, 0.07217], [-1.12148, -0.60013, -0.14750], [-0.81870, -0.83850, -1.86468], [-1.89402, 0.42356, -1.33269], [-1.45569, 0.03780, 1.36233], [-3.19293, 0.17010, 1.79042], [-2.62368, -1.30465, 1.41441], [0.18851, 1.10182, 2.25589], [1.53435, -0.48919, -2.19408], [-0.19011, 0.61924, 1.49319]],
  "forces_ev_per_angstrom": [[-0.6, 0.1, -0.9], [1.7, -0.3, 1.0], [-1.8, -0.6, -1.4], [0.6, 0.1, -1.6], [0.1, -0.4, 1.1], [-0.5, 0.1, 0.6], [-0.2, 0.5, -0.2], [0.4, -0.9, 0.0], [0.1, 0.3, -0.4], [-0.1, 0.3, 0.5], [-0.3, 0.0, 2.5], [0.1, -0.7, -0.3], [-0.1, -0.1, 0.4], [0.4, 0.5, 0.1], [-1.5, -0.1, 0.4], [0.2, 0.3, -0.4], [0.3, 0.1, -0.1], [0.0, 0.0, -0.1], [0.0, -0.1, 0.1], [1.2, 0.9, -1.4]]
}

---

[2]
{
  "formula": "C2H4N4O",
  "method": "the ωB97M-V functional and the def2-TZVPD basis",
  "e_lumo_ev": [-0.5, -2.3],
  "de_lowest_kcal_mol": 90.6,
  "homo_ev": [-9.46, -9.71],
  "e_tot_ev": -10143.2071,
  "spin_multiplicity": 1,
  "homo_lumo_gap_ev": [8.98, 7.41],
  "symbols": ["N", "C", "N", "N", "C", "O", "N", "H", "H", "H", "H"],
  "coordinates": [[-2.13977, 0.74998, -0.29679], [-0.76435, 0.73540, -0.16013], [-0.12358, 1.61955, 0.55271], [1.11884, -0.45720, 1.30007], [1.08120, -0.56789, -0.00075], [2.06351, -1.19309, -0.67706], [0.00993, -0.19894, -0.74809], [-2.63131, 1.30798, 0.39468], [-2.54449, -0.17331, -0.42842], [2.01081, -0.78339, 1.68616], [1.91920, -1.03908, -1.62239]],
  "forces_ev_per_angstrom": [[0.1, -0.5, -0.2], [0.2, 1.1, 1.8], [-0.7, 0.2, -0.5], [0.0, -0.2, -0.3], [-0.2, -0.2, 0.1], [0.2, 0.2, -0.2], [0.3, -0.7, -0.4], [0.3, -0.1, -0.3], [0.1, 0.3, 0.0], [-0.1, 0.1, -0.3], [0.0, -0.1, 0.1]]
}

---

[3]
{
  "formula": "C4H4KO5",
  "method": "the ωB97M-V functional and the def2-TZVPD basis",
  "e_lumo_ev": -3.5,
  "de_lowest_kcal_mol": 56.9,
  "charge": 1,
  "homo_ev": -14.11,
  "e_tot_ev": -30767.1321,
  "spin_multiplicity": 1,
  "homo_lumo_gap_ev": 10.62,
  "symbols": ["O", "C", "C", "O", "O", "C", "H", "H", "H", "H", "K", "O", "C", "O"],
  "coordinates": [[0.79473, -0.93781, -2.91557], [0.77144, -0.76030, -1.62006], [1.84007, -1.69087, -3.55883], [1.88630, -0.65749, -0.90082], [2.61666, -1.86485, -1.34626], [3.05799, -1.66605, -2.67529], [2.01387, -1.21128, -4.52856], [1.46696, -2.70967, -3.71581], [3.62546, -0.72582, -2.74992], [3.72616, -2.50983, -2.88946], [-1.25426, 1.16098, 1.39854], [-0.27299, -0.48231, -1.04342], [-2.75902, 1.89707, 4.10344], [-3.30846, 2.16861, 5.04373]],
  "forces_ev_per_angstrom": [[-0.1, -0.5, -0.2], [-3.0, 1.7, 1.2], [0.2, 0.0, -0.4], [1.4, -1.6, -0.9], [0.5, 0.1, 0.8], [0.4, 0.4, -0.2], [-0.1, -0.1, 0.3], [0.0, 0.2, 0.1], [-0.2, -0.3, 0.0], [-0.2, 0.2, 0.1], [0.1, -0.3, -0.3], [0.7, 0.0, -0.5], [-0.2, 0.1, 0.4], [0.3, -0.1, -0.4]]
}

---

[4]
{
  "formula": "CH8N2Si2",
  "method": "the ωB97M-V functional and the def2-TZVPD basis",
  "e_lumo_ev": -0.4,
  "de_lowest_kcal_mol": 98.1,
  "homo_ev": -8.96,
  "e_tot_ev": -19898.5597,
  "spin_multiplicity": 1,
  "smiles": "[H]/N=[SiH]/C.N=[SiH2]",
  "homo_lumo_gap_ev": 8.57,
  "symbols": ["H", "N", "Si", "C", "H", "H", "H", "H", "N", "Si", "H", "H", "H"],
  "coordinates": [[-2.69744, 0.13023, 0.94811], [-1.74441, -0.33749, 0.86507], [-1.02560, -1.14167, -0.35519], [0.46262, -2.13160, 0.25140], [-0.96896, -1.28595, -1.74313], [0.49178, -1.95642, 1.37291], [0.62711, -3.11701, -0.03998], [1.34996, -1.66054, 0.00564], [-0.42185, 1.95739, -0.59693], [1.06395, 2.56600, -0.26739], [-0.93821, 1.34321, 0.00305], [2.08092, 2.07770, -1.19074], [1.72015, 3.55616, 0.74717]],
  "forces_ev_per_angstrom": [[2.0, -0.8, -0.6], [-1.7, -0.2, -0.9], [0.8, 0.2, 3.3], [-1.7, 1.9, 2.6], [-0.8, 0.2, -1.9], [-0.4, -0.8, -1.1], [-0.3, -1.9, -0.3], [1.9, 1.4, -1.1], [3.2, 0.7, 0.3], [-1.6, -0.6, 0.0], [-1.1, 0.4, 0.7], [0.4, 0.4, -0.3], [-0.8, -0.7, -0.6]]
}